Entry 1:
Here is the molecule C23H24N4O3S in a non-equilibrium geometry from the Open Molecules 2025 dataset. Energies are from ωB97M-V with the def2-TZVPD basis set.

Each line ends with the Löwdin charge.
Atoms and positions in Å:
N  -0.042  2.479  -0.032  0.0868
C  1.751  2.421  2.641  -0.0333
C  2.842  -1.061  -2.030  -0.0706
C  -1.351  -2.180  -1.477  -0.0795
C  0.402  2.270  2.340  -0.2225
H  1.647  0.115  -3.366  0.1193
H  2.328  3.191  2.149  0.1143
C  1.657  -1.170  5.804  -0.0872
C  2.361  1.605  3.568  -0.0047
O  2.334  -0.153  5.106  -0.0885
N  -5.191  -0.564  -4.187  -0.3226
C  0.286  0.446  3.917  -0.0228
H  0.839  -0.767  6.409  0.0964
C  0.794  0.027  -1.406  -0.1875
H  -3.349  -2.674  -2.349  0.1044
C  2.171  -1.785  1.623  -0.0367
C  -0.315  1.273  2.983  -0.0344
C  -1.852  0.665  -3.662  -0.3853
H  2.820  -1.124  2.199  0.0816
C  -3.378  0.132  -5.597  -0.3161
C  -2.402  -2.194  -2.539  -0.0998
C  -0.389  0.887  -1.786  -0.1345
C  2.023  -1.266  0.227  -0.2529
H  -2.835  -0.576  -1.083  0.1391
C  0.935  -0.476  -0.119  -0.0014
C  -3.115  0.143  -4.243  -0.2914
C  1.634  0.605  4.217  -0.2968
H  0.179  4.110  1.238  0.1241
H  0.183  -0.260  0.627  0.1204
H  -1.556  -2.651  -0.529  0.1062
N  -1.437  0.150  -2.482  0.0540
S  -4.970  -0.411  -5.833  1.0002
H  3.587  -1.293  -2.776  0.1031
H  2.399  -1.623  6.458  0.0939
H  1.206  -1.825  2.121  0.0741
H  -2.726  0.409  -6.398  0.0776
H  -2.065  -2.281  -3.562  0.1088
H  -0.059  1.645  -2.512  0.1531
C  -2.103  -0.920  -1.806  -0.2655
H  -1.324  3.163  1.417  0.1236
H  3.828  -2.166  -0.488  0.1113
H  -0.325  -2.271  -1.796  0.0987
O  -2.074  1.495  -0.137  0.0908
H  2.616  -2.778  1.623  0.0809
C  1.756  -0.270  -2.363  -0.0291
C  -0.948  1.627  -0.562  -0.4425
C  2.976  -1.552  -0.743  -0.0438
C  -0.245  3.104  1.264  -0.1217
O  -1.233  1.534  -4.260  0.0640
H  -0.306  -0.316  4.400  0.1057
H  0.908  2.440  -0.369  0.1480
H  -1.361  1.137  2.748  0.1195
N  -4.182  -0.254  -3.520  -0.0397
H  1.265  -1.932  5.122  0.0916
H  3.406  1.718  3.811  0.1190

Energy relative to the best compared isomer or geometry (same formula, charge and spin)   3.0639 eV
Charge   0
LUMO   0.38 eV
HOMO-LUMO gap   8.97 eV

***

Entry 2:
Here is a structure of composition C5H5NO from the Open Molecules 2025 dataset. Energies are from ωB97M-V with the def2-TZVPD basis set.

Each line ends with the Löwdin charge.
Atoms and positions in Å:
H  1.387  0.155  -1.727  0.0942
H  -1.970  0.840  -0.947  0.1118
O  -0.084  -0.289  1.611  -0.0185
H  1.205  -1.633  0.683  0.1595
N  2.198  0.463  -1.101  0.1438
C  1.831  0.246  0.025  -0.0611
C  -0.286  -0.457  -0.563  -0.0244
C  0.791  -0.627  0.587  -0.3219
H  -0.729  1.764  0.033  0.1191
H  -2.035  -0.926  0.990  0.1464
C  -1.189  -0.325  0.676  -0.2631
C  -1.121  0.790  -0.266  -0.0859

Energy relative to the best compared isomer or geometry (same formula, charge and spin)   7.2414 eV
Charge   0
LUMO (alpha / beta)   -0.59 / -1.23 eV
HOMO-LUMO gap (alpha / beta)   8.43 / 6.99 eV

***

Entry 3:
Here is a structure of composition C5H15O3 in a non-equilibrium geometry from the Open Molecules 2025 dataset. Energies are from ωB97M-V with the def2-TZVPD basis set.

Each line ends with the Löwdin charge.
Atoms and positions in Å:
H  -0.525  1.373  -2.692  0.0522
H  0.662  -2.037  0.680  0.0532
H  1.209  1.429  -2.767  0.0784
C  0.362  0.889  -0.737  -0.4470
C  -0.859  -1.472  -0.635  -0.3980
H  -1.619  -1.984  -0.062  0.0814
H  0.446  -0.158  -2.514  0.0621
C  0.336  0.909  -2.279  -0.0828
H  -1.741  0.522  -0.316  0.0973
C  -0.788  0.041  -0.184  -0.1707
O  1.033  -1.793  1.914  -0.3012
C  0.312  2.268  -0.118  -0.1034
H  0.241  -0.886  2.922  -0.0177
H  0.210  2.085  0.976  0.0809
H  -0.621  2.811  -0.471  0.0867
H  -1.021  -1.434  3.192  -0.0062
O  -0.591  -0.622  3.477  -0.1830
H  -1.081  -1.611  -1.845  0.1277
O  0.341  -2.038  -0.498  -0.2338
H  -0.711  -0.050  0.882  0.0728
H  1.189  2.935  -0.269  0.0693
H  1.970  -1.605  1.802  -0.0192
H  1.248  0.428  -0.457  0.1010

Energy relative to the best compared isomer or geometry (same formula, charge and spin)   0.5546 eV
Charge   -1
LUMO   3.83 eV
HOMO-LUMO gap   8.18 eV